Molecular formula: C58H67N2O
Method: DFT, ωB97M-V/def2-TZVPD

CARTESIAN COORDINATES (ANGSTROEM)
O -7.0143 -0.3021 5.0563
N 0.2058 -1.1422 0.9977
N 2.2169 -1.2467 1.9478
C -1.2700 -4.0469 2.1962
C -1.4375 1.1275 4.7509
C 3.5197 0.7417 0.1175
C 5.2419 -1.0964 0.0011
C -0.0915 2.1775 -0.2177
C -2.1058 -1.7894 1.5460
C 2.8805 2.8879 3.5868
C -1.6256 0.4051 0.5683
C -7.7173 -0.7899 6.1458
C -3.5784 0.7390 6.1212
C -5.6908 0.1304 5.0993
C 4.7421 0.1224 0.7794
C -2.3423 1.9599 -1.2709
C 2.8572 -3.9727 3.5194
C -9.3433 -1.5638 8.2736
C -9.1114 -0.8346 5.9759
C 1.6220 0.9553 5.1654
C -1.0666 4.3559 7.5581
C 4.3292 -0.9859 4.9820
C -4.9687 0.5381 6.2412
C 5.8506 1.1756 0.6367
C -3.6496 -3.7814 1.5532
C -2.9370 0.8525 4.9130
C -0.8730 3.0415 7.9923
C 3.2405 2.7368 4.9289
C -2.2244 -3.2938 1.2695
C 3.3932 -1.0210 2.7636
C 2.1872 -2.1062 0.8409
C -9.9188 -1.1990 7.0498
C 2.6077 1.7686 5.7118
C 2.6496 -2.8322 4.5172
C 4.4847 -0.2513 2.2744
C -5.0862 0.1857 3.8687
C 0.3885 0.1067 3.1083
C 0.9955 -1.9811 0.2315
C -7.9523 -1.6022 8.4026
C -1.0858 2.2498 5.7190
C -1.9181 -3.5917 -0.1991
C -3.0278 0.2187 2.5176
C 3.1456 -3.3319 5.8797
C -7.1260 -1.2521 7.3265
C -2.4716 0.9996 1.5000
C 5.4389 0.1757 3.2059
C 0.9549 -0.6779 2.0745
C -0.8655 1.9948 7.0751
C -1.1055 4.6201 6.1832
C 5.3314 -0.1302 4.5537
C -1.1973 -0.9096 0.8883
C -2.9118 -1.1718 2.5005
C -1.0870 3.5714 5.2636
C -1.2234 5.4677 8.5515
C -0.6200 0.2632 -1.7493
C -3.7838 0.8635 3.6773
C 1.8787 2.0914 3.0438
C 1.1610 -2.5602 4.6774
C 3.4451 -1.5696 4.0678
C -1.1632 1.1888 -0.6640
C 1.2747 1.0616 3.8003
H -1.3759 -0.4837 -2.0245
H 1.1255 0.2053 5.7850
H -9.9817 -1.8298 9.1177
H -1.3689 5.0645 9.5584
H 1.5380 2.2204 2.0134
H 4.0202 3.3639 5.3630
H -3.4672 -1.7557 3.2418
H -1.2853 1.5379 3.7566
H 3.8051 1.1676 -0.8562
H -5.6248 -0.1370 2.9805
H 0.6594 -3.4500 5.0867
H -0.4474 2.7888 0.6226
H -0.8539 -3.4789 -0.4098
H -1.4140 -5.1314 2.0931
H -5.4565 0.6536 7.2079
H 6.0381 0.2939 5.2694
H 2.4026 -4.8912 3.9145
H 2.4026 -3.7603 2.5483
H 5.9369 1.4702 -0.4177
H -2.4804 -2.9099 -0.8506
H -3.9673 1.9291 3.4145
H 0.8060 1.6376 0.1096
H 6.1485 -1.4931 0.4759
H -0.6912 0.0105 3.0798
H -3.0076 0.8504 7.0435
H -1.1860 5.6526 5.8354
H -3.1915 1.2884 -1.4480
H 2.9963 -2.7777 0.6067
H 5.4911 -0.8030 -1.0277
H 0.9854 -1.7218 5.3597
H -1.1297 3.7638 4.1866
H 2.9302 -2.6133 6.6786
H -2.0873 6.0969 8.3060
H -3.7480 -4.8241 1.2275
H 2.6287 -4.2651 6.1370
H 6.8272 0.7790 0.9365
H 6.2858 0.7874 2.8945
H 5.6264 2.0789 1.2154
H 0.1879 2.8438 -1.0440
H -2.0403 2.3819 -2.2379
H 2.7357 0.0086 -0.0737
H 3.9293 -4.1503 3.3687
H -0.7759 2.8332 9.0618
H 0.6840 -2.3196 3.7241
H -0.3409 6.1186 8.5718
H 3.3831 3.6245 2.9564
H -2.2067 -4.6212 -0.4424
H -0.2240 -3.8189 1.9588
H -2.6881 2.0750 1.4649
H 3.1193 1.5499 0.7412
H 4.2599 -1.2051 6.0480
H -4.3862 -3.1855 1.0025
H -3.8862 -3.7426 2.6209
H 2.8976 1.6235 6.7547
H -2.6693 2.7833 -0.6278
H 0.6564 -2.3816 -0.7121
H -0.3796 0.8596 -2.6385
H -9.5246 -0.5625 5.0057
H -1.4540 -3.7677 3.2436
H 4.5015 -1.8949 -0.0446
H -0.7422 0.9632 7.4186
H -6.0402 -1.3226 7.4079
H 0.2878 -0.2549 -1.4293
H -11.0017 -1.1985 6.9243
H 4.2210 -3.5423 5.8614
H -0.9099 0.2091 5.0201
H -7.4860 -1.9049 9.3401

LUMO level	-5.2260	eV
charge	+1
Kohn-Sham gap	3.293	eV

Molecular formula: C55H56BrN2O6PSm
Method: DFT, ωB97M-V/def2-TZVPD

CARTESIAN COORDINATES (ANGSTROEM)
Sm -0.3167 -0.2937 -0.3233
Br 0.9844 3.7032 6.1789
P 1.0664 -2.9822 -0.1539
O -2.1689 -1.3483 0.1282
O 2.5805 0.9310 -0.4772
O -0.0121 0.5109 -2.5458
O 0.0817 0.4132 2.1448
O 0.6446 2.2748 0.3077
O -1.8584 1.6604 0.0929
N 1.5248 4.8585 -0.2672
N 1.9776 6.1289 1.5108
C 0.8801 -2.8253 -1.9856
C 0.7267 -7.0616 -0.7223
C -4.8531 0.6365 -0.1024
C 2.0989 6.5634 -2.0441
C -5.4860 -2.5459 -0.8840
C 1.3541 0.4998 -5.2304
C -1.9736 -5.3025 1.5982
C 0.8853 0.3149 -7.6062
C -0.9570 0.4608 -6.0373
C -2.5669 -3.2637 2.9423
C -0.6094 -2.6268 -3.8740
C 1.3876 -6.6534 1.5481
C 1.5649 4.9527 1.1035
C -0.0353 0.5551 -4.9596
C 1.0634 -7.5411 0.5324
C -4.4328 -4.1953 0.4528
C -3.2546 -2.1141 -0.0169
C 1.9632 -2.8829 -2.8589
C 2.6904 8.1626 0.2412
C -4.5729 -0.2965 -1.2872
C 0.4720 1.6587 2.6210
C -3.4084 0.1625 -2.1620
C 2.2304 6.8543 0.3860
C 0.7243 -5.7000 -0.9770
C -0.4153 -2.6958 -2.5023
C 3.2298 -1.2604 -0.0294
C -0.4797 0.3354 -7.3232
C 1.3752 -5.2941 1.3030
C -3.3200 -3.3894 0.6027
C 1.9456 6.0660 -0.7577
C 1.2538 4.2154 3.3902
C -0.0700 -0.6144 3.1213
C 1.7808 0.3967 -6.5438
C 4.5663 -0.8995 0.1595
C 2.1665 -0.2339 -0.1804
C -4.3959 -1.7004 -0.7504
C 0.9261 3.2671 4.3298
C -2.2160 -3.7972 1.5483
C 2.3559 0.6399 -4.1328
C 0.7852 2.6175 1.6383
C -5.5156 -3.7978 -0.3076
C 5.5267 -1.8685 0.3628
C -2.4387 0.4239 -5.8161
C 2.5515 7.8620 -2.1611
C 1.7595 -2.7949 -4.2255
C 1.1929 3.9009 2.0289
C 1.0683 -4.8064 0.0314
C 2.8548 -2.6158 0.0229
C 0.5434 1.9811 3.9650
C 0.4781 -2.6637 -4.7332
C -0.5553 0.7468 -3.6378
C 2.8448 8.6439 -1.0399
C 3.8343 -3.5769 0.2320
C 5.1604 -3.2062 0.3920
C 1.3479 0.2262 -9.0213
H 0.8639 -0.7686 3.6711
H -0.3305 -1.5206 2.5678
H 2.4247 0.0951 -9.0808
H 2.8407 0.3772 -6.7551
H -1.6241 2.5467 0.4011
H -2.7905 -5.8173 2.0962
H -1.6101 -2.5682 -4.2759
H -1.2874 -3.3084 1.2091
H 2.9628 -3.0052 -2.4669
H -1.5688 1.1739 -3.6194
H -5.4610 -0.2956 -1.9289
H 1.6362 -7.0236 2.5321
H 0.4621 -7.7553 -1.5071
H 1.6176 -4.5912 2.0923
H 1.8721 5.9624 -2.9128
H -2.7115 -0.4039 -5.1628
H 2.6052 -2.8416 -4.8969
H 3.3670 0.6440 -4.5315
H 1.5411 1.8752 -0.0496
H 0.4632 -5.3438 -1.9622
H 2.1916 1.5695 -3.5869
H -4.1486 0.4434 0.7089
H -1.8680 -5.7080 0.5948
H -5.8429 0.4223 0.2922
H -2.9559 0.2929 -6.7633
H -3.5657 1.1915 -2.4883
H 1.2427 4.0487 -0.7952
H -0.8777 -0.3801 3.8211
H 6.5605 -1.5904 0.4973
H -6.3800 -4.4349 -0.4158
H -1.2776 -2.7441 -1.8368
H -2.7414 -2.1895 2.9038
H 0.8615 -0.6006 -9.5373
H -2.4575 0.0786 -1.6150
H 4.8244 0.1505 0.1427
H 1.0744 1.1397 -9.5516
H -4.4666 -5.1510 0.9508
H 1.0687 -8.6038 0.7240
H 3.5685 -4.6205 0.2792
H 3.1994 9.6521 -1.1884
H 5.9091 -3.9686 0.5454
H 1.5631 5.2108 3.6636
H -4.8363 1.6836 -0.4026
H -1.0624 -5.5147 2.1524
H 0.3213 -2.6168 -5.8009
H -1.1822 0.2563 -8.1410
H 2.2631 -0.1738 -3.4141
H 2.6809 8.2877 -3.1445
H -3.3595 -0.4811 -3.0393
H -3.4797 -3.7398 3.2942
H -6.3474 -2.1991 -1.4383
H 2.9127 8.7664 1.1043
H -2.8022 1.3461 -5.3652
H -2.8070 1.5339 0.2708
H -1.7673 -3.4714 3.6516
H 0.3082 1.2673 4.7351

LUMO level (alpha / beta)	-3.3466 / -3.3361	eV
charge	+1
expectation value of S²	8.764
2S+1	6
Kohn-Sham gap (alpha / beta)	6.527 / 6.538	eV

Molecular formula: C8H23CuO4
Method: DFT, ωB97M-V/def2-TZVPD

CARTESIAN COORDINATES (ANGSTROEM)
Cu -0.7251 0.2764 0.2172
O 0.5411 2.2629 0.9302
O 0.6038 -1.3246 1.1041
O 0.2432 -0.2521 -1.8663
O -3.0244 -0.3431 0.3516
C 2.6876 -2.1182 0.6823
C 1.4327 0.9779 -3.4362
C 1.9388 -1.0290 1.3733
C -4.0943 -2.1988 -0.8718
C -0.6933 2.1126 2.9748
C 1.4904 0.4303 -2.0639
C 0.5526 2.6792 2.2905
C -3.4031 -0.8382 -0.9052
H -4.0462 -0.1167 -1.4091
H 1.4847 2.3581 2.7556
H 0.1760 -1.0730 -2.3596
H -0.7357 2.4529 4.0094
H -2.5202 -0.9554 -1.5335
H 2.2651 -3.1051 0.8705
H -1.5960 2.4852 2.4906
H 3.7580 -2.1062 0.8877
H 2.2487 -0.0468 1.0166
H -3.4397 -2.9464 -0.4236
H 2.6737 -1.8896 -0.3834
H 1.2925 2.6569 0.4810
H 1.5773 1.2490 -1.3496
H 0.2754 -1.8636 1.8274
H -4.9779 -2.0932 -0.2423
H 2.3590 -0.2110 -1.9146
H -4.4418 -2.3885 -1.8873
H 2.0415 -1.0933 2.4565
H -0.6907 1.0227 2.9588
H 2.2734 1.6472 -3.6190
H 1.4796 0.1533 -4.1475
H 0.4734 1.4613 -3.6213
H 0.5201 3.7667 2.3562

LUMO level	0.1145	eV
charge	0
Kohn-Sham gap	6.490	eV

Molecular formula: C38H86O13
Method: DFT, ωB97M-V/def2-TZVPD

CARTESIAN COORDINATES (ANGSTROEM)
O 4.0995 3.5562 -1.6808
O -1.0350 3.8712 2.6539
O -1.1212 -3.5419 2.2472
O 1.3796 -1.1455 4.7719
O 0.3692 -0.6249 -2.0870
O -4.2347 -0.1219 3.0517
O -3.2874 -0.0683 -0.8290
O 5.5499 0.1360 0.6462
O -2.6513 -1.9812 -1.9560
O 0.3590 -4.7438 1.9552
O 0.3345 1.3295 -3.1408
O -0.0832 -0.1315 -4.4565
O -1.6895 2.3418 -2.2671
C 0.0785 -1.6509 4.9680
C -1.7197 -2.3384 1.6875
C 3.6666 0.1849 1.9890
C -4.8261 1.0270 2.4943
C -0.1269 -1.6612 -6.0046
C -0.6798 -2.3444 -4.7903
C -2.4095 2.2851 -3.4021
C -0.4999 -1.2930 -3.7498
C 0.0878 4.8131 2.4754
C -0.7735 -0.6413 -1.2323
C -0.4364 0.2246 -0.0231
C -1.5670 2.8118 -4.6107
C 1.3554 -3.9732 1.2516
C 0.5755 -2.7257 0.7067
C 2.3104 2.2073 -1.3312
C 2.5022 3.1480 -0.1643
C 1.5260 -0.4770 -1.2799
C -2.7786 -2.7465 0.6546
C -3.1202 -4.1799 1.0818
C -2.7031 0.7777 -3.4678
C -1.8999 -4.5960 1.8378
C -2.9740 -0.3140 2.5180
C 1.2093 3.9420 1.8547
C 4.2589 1.6477 1.7742
C 0.6820 -0.5091 -5.5621
C 5.2405 1.5430 0.6367
C 1.5377 -0.5225 3.4959
C 0.4441 2.8215 1.0850
C -3.6402 1.9462 2.4089
C 0.1541 -0.6059 2.8244
C 4.9108 -0.6135 1.7104
C 1.9914 -4.7833 0.2192
C -2.5188 1.0132 1.9500
C 1.0935 0.2070 0.1049
C 3.7260 3.8539 -0.3378
C -0.4936 -1.7967 3.5839
C -0.7874 2.6699 1.9151
C 2.9726 3.0781 -2.3832
H 4.7434 1.8506 -0.2833
H -0.9916 -1.3059 -6.5650
H 1.2898 -5.4327 -0.3046
H 2.0402 0.4430 3.4383
H -2.3391 -2.7348 -0.3428
H 3.3784 2.4963 -3.2108
H -3.9679 -4.1954 1.7668
H -2.6950 -1.3021 -1.2828
H -2.2293 -5.2477 2.6470
H 2.4144 -0.1103 -1.7941
H -0.4700 1.9057 2.6246
H 1.6934 3.8755 -0.0962
H -3.5311 -1.9982 0.9032
H -3.4933 0.4608 -2.7871
H -0.4578 -4.2399 1.9755
H 0.1812 0.9779 -4.0178
H -0.9062 -1.6649 1.4177
H -1.7403 2.4311 1.4430
H 5.6157 -0.7740 2.5262
H 1.4136 -0.4447 0.9178
H 0.1013 -2.1531 1.5038
H -3.3780 2.7769 -3.3108
H -0.7816 1.2423 -0.2053
H -0.2718 5.4975 1.7070
H -3.4377 2.2768 3.4277
H -2.1679 -1.8750 2.5664
H -1.7079 -0.4228 -1.7492
H -3.3596 -1.7642 -2.5621
H -5.1948 0.9211 1.4740
H -0.9051 -0.0538 0.9207
H 2.9457 1.3270 -1.2345
H 3.4646 2.3423 1.5010
H 1.0060 1.8875 1.0978
H 4.5364 3.5679 0.3328
H -3.0807 0.4377 -4.4321
H -2.5392 0.8395 0.8741
H 0.3458 5.4588 3.3148
H 3.2143 -0.1706 2.9148
H 1.8302 4.6564 1.3140
H 6.0614 2.2376 0.8146
H -4.1595 -0.4586 -0.8867
H -2.2505 3.4927 -5.1179
H 1.6965 -0.7102 -5.2179
H -0.5795 3.2020 -4.3641
H 0.2718 -1.6302 -3.0577
H 1.3056 1.8617 -1.5744
H 3.5816 4.9336 -0.3010
H -0.9503 -1.6301 -0.8089
H -0.1793 -3.2597 -4.4743
H 2.4289 2.5041 0.7121
H 2.9049 0.0305 1.2248
H -1.8510 0.1339 -3.2495
H -2.9513 -1.0477 1.7123
H 1.1214 -2.1168 -0.0139
H -1.3253 -5.1970 1.1329
H 0.5552 0.5638 -2.6105
H 2.4901 -4.1430 -0.5085
H -1.5034 1.2643 2.2566
H 0.1290 3.1363 0.0902
H -1.7563 -2.5153 -4.7819
H 4.6437 -1.5818 1.2872
H 2.1340 -1.1908 2.8747
H -1.4315 2.0026 -5.3282
H -2.2712 -0.7199 3.2456
H -0.3439 0.3138 3.1312
H -0.1035 -2.4772 5.6553
H 1.9044 3.5220 2.5816
H 4.7030 2.0245 2.6956
H -1.5786 -1.7785 3.6863
H -0.7885 2.0482 -2.4202
H -0.5482 -0.9104 5.4649
H -3.2099 -4.8155 0.2009
H -0.3030 -3.0550 0.1517
H 0.7697 0.1828 -6.3997
H -3.4459 0.8757 -0.8366
H 1.7991 -1.4905 -0.9859
H -0.2289 -2.7737 3.1797
H 0.1504 -0.6475 1.7352
H 2.7311 -5.5061 0.5635
H -5.6815 1.2734 3.1232
H 0.3997 -2.3095 -6.7050
H -3.9384 2.7849 1.7798
H 2.1625 -3.5750 1.8667
H 2.3874 3.9364 -2.7136
H -1.4110 -1.0758 -3.1922
H 1.5326 1.2034 0.1542

LUMO level	-0.0836	eV
ΔE to the lowest compared entry with this formula, charge and spin	693.6	kcal/mol
charge	0
Kohn-Sham gap	8.596	eV